# C5H6IN

A cluster of 2 separate species, C5H6IN in total at a distorted geometry (ωB97M-V/def2-TZVPD, OMol25).

Kohn-Sham gap: 7.00 eV
net charge: 0
2S+1: 1
energy relative to the best compared isomer or geometry (same formula, charge and spin): 609.12 kJ/mol

The geometry in XYZ format:
```
13
Properties=species:S:1:pos:R:3:lowdin_charge:R:1
C -1.771 -1.799 -0.033 -0.559
C -2.134 -0.659 0.642 -0.589
C 0.330 0.223 0.067 -0.065
C 0.410 1.658 -0.069 -0.126
C 1.483 -0.635 0.127 -0.106
N -1.365 -2.826 -0.389 0.134
I -3.357 0.676 -0.355 0.756
H 1.389 2.107 0.132 0.082
H -0.380 2.146 0.504 0.072
H 0.149 1.842 -1.119 0.112
H 1.442 -1.143 1.094 0.113
H 2.454 -0.143 -0.004 0.081
H 1.350 -1.446 -0.596 0.095
```

---

# C5H6IPS

A cluster of 2 separate species, C5H6IPS in total at a distorted geometry (ωB97M-V/def2-TZVPD, OMol25).

Kohn-Sham gap (alpha / beta): 7.20 / 6.34 eV
net charge: 0
2S+1: 3
<S²>: 2.0154

The geometry in XYZ format:
```
14
Properties=species:S:1:pos:R:3:lowdin_charge:R:1
C -1.869 -0.260 -1.512 0.080
C -0.706 -0.645 -1.377 -0.249
C 0.289 1.176 1.407 -0.503
C 0.237 0.305 2.201 -0.628
C 0.723 -0.995 -1.275 -0.125
P 0.058 2.598 0.403 0.820
S 0.240 -0.921 3.425 0.256
I -0.772 -2.760 2.375 0.323
H -2.946 -0.186 -1.481 0.025
H 1.231 -0.402 -0.442 0.074
H 0.796 -2.106 -1.179 0.086
H 1.041 -0.651 -2.268 0.078
H 0.266 1.844 -0.719 -0.143
H 1.412 3.004 0.442 -0.095
```

---

# C5H6N

A structure of composition C5H6N at a distorted geometry (ωB97M-V/def2-TZVPD, OMol25).

Kohn-Sham gap: 8.35 eV
net charge: +1
2S+1: 1
energy relative to the best compared isomer or geometry (same formula, charge and spin): 778.95 kJ/mol

The geometry in XYZ format:
```
12
Properties=species:S:1:pos:R:3:lowdin_charge:R:1
C -1.278 1.807 0.129 0.205
C -0.609 0.688 0.433 -0.186
C -0.041 -1.365 1.582 0.275
C -0.339 1.351 -1.061 -0.040
C 0.803 -0.347 -0.574 0.092
N 0.102 -0.457 0.659 -0.123
H 0.349 -2.296 1.494 0.099
H -0.754 -1.062 2.303 0.130
H -0.930 0.741 -1.833 0.139
H 0.390 2.101 -1.294 0.106
H 0.442 -1.081 -1.395 0.165
H 1.865 -0.082 -0.443 0.140
```

---

# C5H6N

A structure of composition C5H6N at a distorted geometry (ωB97M-V/def2-TZVPD, OMol25).

Kohn-Sham gap: 8.96 eV
net charge: +1
2S+1: 1
energy relative to the best compared isomer or geometry (same formula, charge and spin): 434.80 kJ/mol

The geometry in XYZ format:
```
12
Properties=species:S:1:pos:R:3:lowdin_charge:R:1
C 1.659 -0.630 -0.263 0.132
C 1.675 0.773 -0.209 0.033
C 0.421 0.970 0.256 0.005
C -0.193 -0.335 0.557 -0.237
C -1.418 -0.579 -0.374 0.021
N 0.868 -1.454 0.146 0.242
H 2.454 1.436 -0.688 0.163
H -0.126 1.807 0.640 0.151
H -0.327 -0.375 1.649 0.185
H -1.192 0.082 -1.256 0.119
H -2.164 -0.093 0.187 0.082
H -1.656 -1.601 -0.645 0.104
```

---

# C5H6N

The ion C5H6N with charge +1 at a distorted geometry (ωB97M-V/def2-TZVPD, OMol25).

Kohn-Sham gap: 9.82 eV
net charge: +1
2S+1: 1
energy relative to the best compared isomer or geometry (same formula, charge and spin): 340.43 kJ/mol

The geometry in XYZ format:
```
12
Properties=species:S:1:pos:R:3:lowdin_charge:R:1
C -1.891 0.276 0.528 -0.020
C 0.065 0.230 -0.726 -0.086
C 1.366 0.280 -0.856 0.145
C 0.070 -0.644 1.196 0.054
C -1.233 0.501 -0.739 0.021
N -1.107 -0.173 1.424 0.086
H -2.922 0.507 0.740 0.147
H 1.881 1.235 -0.868 0.119
H 2.002 -0.590 -0.929 0.110
H 0.154 -1.648 0.784 0.150
H 0.885 -0.341 1.840 0.135
H -1.785 0.796 -1.619 0.138
```

---

# C5H6N

The ion C5H6N with charge +1 at a distorted geometry (ωB97M-V/def2-TZVPD, OMol25).

Kohn-Sham gap (alpha / beta): 8.54 / 8.53 eV
net charge: +1
SMILES string: C[N+]1=CC#CC1
2S+1: 1
energy relative to the best compared isomer or geometry (same formula, charge and spin): 635.79 kJ/mol

The geometry in XYZ format:
```
12
Properties=species:S:1:pos:R:3:lowdin_charge:R:1
C 1.358 0.381 0.522 -0.005
N 0.009 0.205 -0.045 -0.123
C -0.428 0.627 -1.422 0.145
C -1.571 -0.159 -1.553 0.098
C -1.924 -0.905 -0.590 0.159
C -0.900 -0.824 0.513 -0.101
H 1.763 1.351 0.234 0.107
H 2.047 -0.341 0.117 0.095
H 1.281 0.082 1.604 0.124
H -0.067 1.568 -1.868 0.154
H -1.194 -0.311 1.477 0.180
H -0.375 -1.675 1.010 0.167
```

---

# C5H6N

A structure of composition C5H6N at a distorted geometry (ωB97M-V/def2-TZVPD, OMol25).

Kohn-Sham gap: 10.38 eV
net charge: +1
2S+1: 1
energy relative to the best compared isomer or geometry (same formula, charge and spin): 549.38 kJ/mol

The geometry in XYZ format:
```
12
Properties=species:S:1:pos:R:3:lowdin_charge:R:1
C 1.853 0.614 0.109 0.143
C -1.050 -0.663 0.083 -0.099
C -0.869 0.870 0.060 -0.097
C 0.278 -0.846 -0.559 -0.158
C 0.358 0.643 -0.615 0.024
N 1.380 -0.513 0.409 0.178
H 2.771 1.192 0.440 0.173
H -1.052 -1.055 1.188 0.181
H -1.911 -1.115 -0.343 0.119
H -1.412 1.411 -0.744 0.173
H -0.873 1.256 1.108 0.162
H 0.527 -1.794 -1.136 0.201
```

---

# C5H6N

The ion C5H6N with charge +1 at a distorted geometry (ωB97M-V/def2-TZVPD, OMol25).

Kohn-Sham gap: 9.00 eV
net charge: +1
2S+1: 1
energy relative to the best compared isomer or geometry (same formula, charge and spin): 503.79 kJ/mol

The geometry in XYZ format:
```
12
Properties=species:S:1:pos:R:3:lowdin_charge:R:1
C 0.638 1.475 -0.154 -0.004
C 0.530 -0.226 0.469 -0.126
C 1.601 0.836 0.698 0.213
C -0.564 0.734 0.096 -0.116
C 0.851 -1.637 0.085 -0.017
N -1.887 0.842 -0.230 0.225
H 0.850 2.280 -0.882 0.151
H 1.778 -1.901 0.794 0.153
H 1.013 -1.853 -0.947 0.090
H 0.039 -2.372 0.401 0.117
H -2.465 0.088 0.136 0.141
H -2.383 1.732 -0.465 0.172
```

---

# C5H6N

A cluster of 2 separate species, C5H6N in total at a distorted geometry (ωB97M-V/def2-TZVPD, OMol25).

Kohn-Sham gap (alpha / beta): 10.10 / 6.24 eV
net charge: +1
2S+1: 1
energy relative to the best compared isomer or geometry (same formula, charge and spin): 1189.65 kJ/mol

The geometry in XYZ format:
```
12
Properties=species:S:1:pos:R:3:lowdin_charge:R:1
C 1.487 -0.074 -0.068 -0.247
C 2.616 0.436 -0.247 0.353
C -0.812 0.953 -0.255 -0.075
C -0.876 -0.483 -0.704 -0.079
C 0.248 0.480 0.758 -0.052
N 0.298 -0.790 0.093 0.091
H -0.278 1.812 -0.862 0.182
H -1.749 1.545 0.224 0.185
H -1.806 -1.065 -0.339 0.193
H -0.564 -0.563 -1.733 0.138
H 0.352 0.640 1.766 0.140
H 1.085 -2.892 1.369 0.170
```

---

# C5H6N

A structure of composition C5H6N at a distorted geometry (ωB97M-V/def2-TZVPD, OMol25).

Kohn-Sham gap: 8.05 eV
net charge: +1
2S+1: 1
energy relative to the best compared isomer or geometry (same formula, charge and spin): 791.86 kJ/mol

The geometry in XYZ format:
```
12
Properties=species:S:1:pos:R:3:lowdin_charge:R:1
C -0.619 -1.301 0.400 0.268
C 0.369 0.115 1.487 0.229
C 0.518 0.256 -0.979 -0.053
C -0.511 -0.922 -1.083 -0.073
C -0.263 0.692 0.254 -0.332
N -1.302 -0.234 -0.080 0.067
H -0.192 0.209 2.415 0.113
H 1.267 -0.360 1.843 0.117
H 1.640 0.171 -0.837 0.158
H 0.405 1.057 -1.696 0.124
H -0.764 -1.522 -1.992 0.172
H -0.549 1.839 0.267 0.211
```

---

# C5H6N

The ion C5H6N with charge +1 at a distorted geometry (ωB97M-V/def2-TZVPD, OMol25).

Kohn-Sham gap: 10.98 eV
net charge: +1
SMILES string: CC=[N+]=c1cc1
2S+1: 1
energy relative to the best compared isomer or geometry (same formula, charge and spin): 426.66 kJ/mol

The geometry in XYZ format:
```
12
Properties=species:S:1:pos:R:3:lowdin_charge:R:1
C -2.405 -0.269 -0.003 -0.011
C -1.155 0.430 0.335 -0.104
N -0.058 -0.038 0.006 0.170
C 1.243 -0.117 -0.051 0.006
C 2.472 0.192 -0.804 0.063
C 2.827 -0.370 0.330 0.211
H -2.847 -0.703 0.926 0.120
H -3.135 0.635 -0.284 0.156
H -2.214 -0.960 -0.713 0.045
H -1.248 1.259 0.920 0.120
H 2.887 0.692 -1.605 0.100
H 3.634 -0.752 0.943 0.124
```

---

# C5H6N

A structure of composition C5H6N at a distorted geometry (ωB97M-V/def2-TZVPD, OMol25).

Kohn-Sham gap (alpha / beta): 7.89 / 8.10 eV
net charge: +1
2S+1: 1
energy relative to the best compared isomer or geometry (same formula, charge and spin): 768.76 kJ/mol

The geometry in XYZ format:
```
12
Properties=species:S:1:pos:R:3:lowdin_charge:R:1
C 2.259 -0.559 -0.506 0.000
C 2.630 0.579 0.106 0.333
C 1.317 0.636 0.791 -0.104
C 0.193 0.291 -0.242 -0.180
C -1.260 0.090 -0.084 0.007
N 1.094 -0.748 0.346 0.140
H 2.740 -1.266 -1.300 0.194
H 1.165 1.109 1.770 0.171
H 0.581 0.525 -1.216 0.136
H -1.513 0.555 0.844 0.093
H -1.514 -0.909 0.029 0.075
H -1.932 0.469 -0.911 0.136
```

---

# C5H6N

A structure of composition C5H6N at a distorted geometry (ωB97M-V/def2-TZVPD, OMol25).

Kohn-Sham gap (alpha / beta): 7.21 / 7.50 eV
net charge: +1
2S+1: 3
energy relative to the best compared isomer or geometry (same formula, charge and spin): 438.37 kJ/mol
<S²>: 2.0090

The geometry in XYZ format:
```
12
Properties=species:S:1:pos:R:3:lowdin_charge:R:1
C -1.700 -0.043 0.444 0.021
C 1.573 -0.179 -0.570 0.045
C -1.155 0.239 -0.945 -0.012
C -0.071 -0.383 0.677 -0.098
C 0.084 -0.254 -0.791 -0.028
N 1.156 -0.032 0.929 0.142
H -2.055 0.903 1.074 0.168
H -2.435 -0.928 0.507 0.156
H 2.160 -1.046 -0.583 0.113
H 2.278 0.682 -0.757 0.157
H -1.580 0.943 -1.738 0.159
H 1.744 0.098 1.753 0.177
```

---

# C5H6N

The ion C5H6N with charge +1 at a distorted geometry (ωB97M-V/def2-TZVPD, OMol25).

Kohn-Sham gap (alpha / beta): 8.00 / 7.07 eV
net charge: +1
2S+1: 3
energy relative to the best compared isomer or geometry (same formula, charge and spin): 237.32 kJ/mol
<S²>: 2.0190

The geometry in XYZ format:
```
12
Properties=species:S:1:pos:R:3:lowdin_charge:R:1
C 1.084 0.292 -0.096 -0.146
C 2.351 -0.085 0.037 0.236
C -1.392 0.105 0.013 -0.172
C -0.368 -0.885 0.009 0.167
C -0.714 1.485 0.181 0.014
N 0.507 1.450 -0.108 0.143
H 3.017 0.577 -0.378 0.090
H 2.578 -0.987 0.548 0.110
H -1.603 0.416 -1.016 0.154
H -2.356 -0.167 0.469 0.149
H -0.407 -1.958 -0.191 0.109
H -1.412 2.274 -0.017 0.145
```

---

# C5H6N2

A structure of composition C5H6N2 at a distorted geometry (ωB97M-V/def2-TZVPD, OMol25).

Kohn-Sham gap: 9.94 eV
net charge: 0
2S+1: 1
energy relative to the best compared isomer or geometry (same formula, charge and spin): 514.01 kJ/mol

The geometry in XYZ format:
```
13
Properties=species:S:1:pos:R:3:lowdin_charge:R:1
N 2.293 0.203 1.785 0.163
C 1.742 0.284 0.774 -0.187
C 1.130 0.365 -0.550 -0.254
C -0.065 -0.428 -0.920 -0.282
C -0.905 -0.916 0.238 -0.141
C -1.073 0.527 0.720 0.030
N -0.171 1.030 -0.810 0.030
H 1.855 0.580 -1.332 0.145
H -0.106 -0.863 -1.910 0.132
H -1.861 -1.327 -0.125 0.115
H -0.437 -1.673 0.879 0.110
H -2.071 0.912 0.604 0.084
H -0.331 1.307 0.647 0.055
```

---

# C5H6N2

An isolated molecule of C5H6N2 at a distorted geometry (ωB97M-V/def2-TZVPD, OMol25).

Kohn-Sham gap (alpha / beta): 7.65 / 8.85 eV
net charge: 0
2S+1: 1
energy relative to the best compared isomer or geometry (same formula, charge and spin): 564.45 kJ/mol

The geometry in XYZ format:
```
13
Properties=species:S:1:pos:R:3:lowdin_charge:R:1
C 2.857 -1.808 -0.529 0.133
C 2.084 -0.877 -0.312 -0.260
C -0.752 -0.695 1.287 -0.338
C -0.818 0.676 0.696 -0.165
C 0.121 0.538 -0.521 -0.267
N 0.241 -1.216 1.731 0.196
N 1.437 0.244 -0.145 0.055
H 3.413 -2.754 -0.471 0.044
H -1.706 -1.356 1.307 0.145
H -1.768 1.013 0.394 0.088
H -0.585 1.335 1.532 0.116
H -0.415 -0.212 -1.111 0.114
H 0.150 1.448 -1.194 0.139
```

---

# C5H6N2

An isolated molecule of C5H6N2 (ωB97M-V/def2-TZVPD, OMol25).

Kohn-Sham gap: 10.91 eV
net charge: 0
SMILES string: C1=N[C@H]1C[C@H]1C=N1
2S+1: 1
energy relative to the best compared isomer or geometry (same formula, charge and spin): 401.08 kJ/mol

The geometry in XYZ format:
```
13
Properties=species:S:1:pos:R:3:lowdin_charge:R:1
C 0.809 -1.515 1.092 -0.128
N -0.252 -2.069 1.472 0.146
C -0.241 -1.387 0.111 -0.303
C -0.953 -0.062 -0.067 -0.160
C -0.080 0.877 -0.885 -0.282
C 0.575 2.044 -0.331 -0.103
N 1.356 1.066 -0.407 0.148
H 1.806 -1.288 1.449 0.110
H -0.242 -2.050 -0.757 0.121
H -1.156 0.359 0.925 0.116
H -1.921 -0.197 -0.566 0.109
H -0.184 0.793 -1.968 0.116
H 0.595 3.073 0.009 0.110
```

---

# C5H6N2

An isolated molecule of C5H6N2 at a distorted geometry (ωB97M-V/def2-TZVPD, OMol25).

Kohn-Sham gap: 10.15 eV
net charge: 0
SMILES string: C#C[C@@H]1CN1N=C
2S+1: 1
energy relative to the best compared isomer or geometry (same formula, charge and spin): 552.47 kJ/mol

The geometry in XYZ format:
```
13
Properties=species:S:1:pos:R:3:lowdin_charge:R:1
C -0.990 2.361 1.037 0.098
C -1.047 1.539 0.181 -0.119
C -0.830 0.476 -0.789 -0.281
C -0.971 -0.922 -0.194 -0.120
N 0.205 -0.528 -0.963 -0.092
N 1.479 -0.200 -0.491 -0.030
C 2.147 -1.025 0.114 -0.078
H -0.917 3.330 1.574 0.054
H -1.651 0.375 -1.625 0.165
H -1.534 -1.781 -0.609 0.104
H -0.874 -1.031 0.944 0.131
H 1.796 -1.988 0.474 0.073
H 3.187 -0.606 0.346 0.095
```

---

# C5H6N2

A structure of composition C5H6N2 at a distorted geometry (ωB97M-V/def2-TZVPD, OMol25).

Kohn-Sham gap: 10.41 eV
net charge: 0
2S+1: 1
energy relative to the best compared isomer or geometry (same formula, charge and spin): 413.08 kJ/mol

The geometry in XYZ format:
```
13
Properties=species:S:1:pos:R:3:lowdin_charge:R:1
N -2.560 -0.227 0.998 0.195
C -1.402 -0.310 0.960 -0.280
C -0.412 -1.147 0.298 -0.221
C 0.285 -0.603 -0.871 -0.218
C 0.398 0.918 -0.868 -0.103
C 0.859 0.722 0.589 -0.160
N 1.046 -0.727 0.404 0.027
H -0.672 -2.201 0.358 0.148
H 0.503 -1.252 -1.712 0.137
H 1.133 1.228 -1.619 0.111
H -0.507 1.522 -0.962 0.105
H 1.622 1.286 1.130 0.108
H -0.292 0.792 1.294 0.152
```